15
Properties=species:S:1:pos:R:3:forces:R:3:lowdin_charge:R:1 method="wB97M-V/def2-TZVPD" max_force_ev_per_a=4.506 e_homo_ev=-9.43 e_above_lowest_kcal_mol=70.99 e_lumo_ev=0.4
C 2.020 0.149 0.190 -1.349 -0.441 -1.279 -0.24
C -0.480 -0.368 -0.151 4.185 -1.305 1.043 -0.34
C -1.683 0.161 0.434 -2.031 0.613 0.319 -0.14
C -2.903 -0.153 0.018 0.482 -0.425 0.182 0.05
H -0.129 2.263 0.456 -0.367 0.417 0.919 0.06
H -0.148 2.041 -1.123 0.730 -0.031 0.306 0.11
H 2.549 1.187 0.285 0.008 -1.959 0.121 0.15
H -0.952 -2.124 -0.115 -2.632 -1.983 0.571 0.02
H -1.648 0.802 1.308 0.550 0.225 -0.091 0.11
H -3.014 -0.881 -0.752 -0.192 -0.230 -0.793 0.06
H -3.800 0.179 0.498 -0.231 0.249 0.269 0.06
N 0.438 1.913 -0.283 -0.286 0.289 -1.162 0.04
N 0.661 0.554 -0.107 -0.198 -1.856 -0.017 -0.15
N -0.176 -1.611 -0.336 1.224 3.288 -0.978 0.20
O 2.370 -1.024 0.197 0.108 3.149 0.591 0.02



15
Properties=species:S:1:pos:R:3:forces:R:3:lowdin_charge:R:1 method="wB97M-V/def2-TZVPD" max_force_ev_per_a=4.413 e_homo_ev=-8.71 e_above_lowest_kcal_mol=80.67 e_lumo_ev=-0.5
C -1.760 1.772 0.031 0.223 0.517 -0.235 0.00
C -0.446 -0.403 0.588 0.553 -2.238 -3.032 -0.17
C 1.009 -0.884 -0.334 -0.026 -2.959 3.274 -0.45
C -0.636 0.825 -0.183 1.687 1.515 -1.398 -0.37
N 2.211 -0.320 0.019 -0.648 0.749 0.926 0.10
N -1.407 -1.173 0.943 2.031 1.191 0.495 0.18
N 0.892 -2.066 -0.814 -0.608 0.397 0.660 0.07
O 0.293 0.936 -1.025 -3.434 1.141 1.079 0.06
H 3.084 -0.643 -0.374 -0.373 0.165 -0.065 0.10
H 2.130 0.629 0.372 0.654 -0.426 -0.329 0.09
H -1.006 -2.103 1.140 -0.218 0.052 -0.358 0.07
H 1.746 -2.605 -0.672 0.245 0.308 -0.983 0.04
H -1.742 2.141 1.060 -0.002 -0.219 0.000 0.10
H -1.655 2.634 -0.631 -0.160 -0.191 -0.042 0.09
H -2.713 1.260 -0.120 0.078 -0.001 0.008 0.10



15
Properties=species:S:1:pos:R:3:forces:R:3:lowdin_charge:R:1 method="wB97M-V/def2-TZVPD" max_force_ev_per_a=3.016 e_homo_ev=-8.26 smiles="C1NN=C2NOC[C@@H]12" e_above_lowest_kcal_mol=96.80 e_lumo_ev=0.9
C -1.293 0.779 -0.163 0.939 -0.637 -0.262 -0.15
C 0.038 -1.002 0.135 2.481 -0.192 -0.226 -0.39
C 1.369 0.811 -0.214 0.936 0.120 -2.486 -0.17
C 0.077 0.468 0.427 -0.989 -0.484 0.544 -0.20
H -1.188 1.126 -1.183 0.031 0.154 -0.318 0.12
H -1.827 1.480 0.394 -0.952 1.176 0.810 0.09
H -2.727 -0.690 0.569 1.509 0.714 -1.456 0.14
H 1.770 -2.171 0.330 -0.219 -0.800 0.483 0.13
H 1.281 0.828 -1.339 -0.511 0.312 0.805 0.14
H 1.923 1.726 0.029 -0.193 -0.469 0.554 0.13
H 0.109 0.549 1.525 0.073 0.310 -0.183 0.16
N -1.995 -0.513 -0.197 -2.188 -1.276 1.637 -0.07
N -1.027 -1.574 -0.109 -2.364 -0.122 -0.441 0.10
N 1.301 -1.484 -0.220 1.251 1.418 -0.006 0.11
O 2.189 -0.334 0.017 0.197 -0.224 0.545 -0.13



15
Properties=species:S:1:pos:R:3:forces:R:3:lowdin_charge:R:1 method="wB97M-V/def2-TZVPD" max_force_ev_per_a=2.629 e_homo_ev=-8.42 e_above_lowest_kcal_mol=128.00 e_lumo_ev=1.0
C -2.672 -0.215 0.016 -0.839 -1.021 0.269 -0.13
C 0.755 0.218 0.071 -0.750 -1.473 0.525 -0.37
C 1.016 1.634 0.125 -0.361 -0.324 -0.687 -0.05
C 1.295 2.787 -0.032 0.173 0.543 0.168 0.15
H -3.435 0.528 -0.344 0.710 -0.886 0.127 0.08
H -2.971 -0.478 1.110 0.657 0.159 -1.807 0.10
H -2.644 -1.195 -0.662 -0.077 2.177 1.471 0.11
H 2.717 -0.109 -0.310 -1.142 -1.067 0.648 0.15
H 1.421 -2.294 0.828 0.025 -0.362 -0.113 0.07
H 1.092 -2.224 -0.777 0.697 0.460 0.725 0.09
H 1.555 3.828 -0.127 -0.155 -0.474 0.066 0.04
N -0.379 -0.416 0.082 0.439 1.283 -0.385 0.07
N 1.878 -0.583 0.104 1.897 1.356 -0.744 -0.10
N 1.810 -1.976 -0.054 -0.822 0.107 -0.399 0.00
O -1.437 0.494 -0.028 -0.452 -0.478 0.135 -0.23



17
Properties=species:S:1:pos:R:3:forces:R:3:lowdin_charge:R:1 method="wB97M-V/def2-TZVPD" max_force_ev_per_a=5.671 e_homo_ev=-9.59 e_above_lowest_kcal_mol=76.05 e_lumo_ev=0.5
C 1.665 -2.935 -0.233 0.442 0.296 -0.931 -0.02
C -0.327 0.869 0.437 0.185 3.349 -3.370 -0.44
C 0.910 -0.620 1.472 -0.936 1.448 -0.837 -0.25
C -1.410 1.650 -0.227 -1.168 0.809 0.593 -0.26
N -0.416 -0.029 1.235 0.954 -2.517 2.999 0.14
N 1.856 -2.256 -1.169 -0.401 -1.026 -0.316 0.06
N -2.552 0.799 -0.608 4.135 -2.822 -2.666 0.01
O 1.261 0.382 -1.658 -0.292 -0.281 -0.560 -0.48
O 1.896 0.198 0.858 0.447 0.391 -0.711 -0.35
S 1.344 1.118 -0.409 0.157 -0.339 2.320 0.99
H 1.212 -0.760 2.471 -0.071 0.196 1.387 0.12
H 0.841 -1.546 1.003 0.153 -1.636 -0.586 0.00
H -0.922 2.148 -1.106 -0.945 -0.145 0.642 0.10
H -1.861 2.387 0.511 1.066 -0.316 -0.996 0.14
H 1.786 -1.931 -2.132 0.197 0.134 0.887 0.09
H -3.168 0.734 0.105 -2.556 0.243 2.891 0.00
H -2.115 -0.209 -0.550 -1.367 2.215 -0.745 0.12



17
Properties=species:S:1:pos:R:3:forces:R:3:lowdin_charge:R:1 method="wB97M-V/def2-TZVPD" max_force_ev_per_a=6.482 e_homo_ev=-8.20 smiles="Cc1nc[nH]c1S(N)(=O)=O" e_above_lowest_kcal_mol=67.27 e_lumo_ev=0.5
C -1.210 2.222 -0.099 1.501 2.564 1.457 -0.19
C -1.404 0.037 -0.164 6.426 0.850 -0.037 -0.18
C 0.349 0.544 -0.060 -5.026 0.000 -0.626 -0.16
C -1.923 -1.360 -0.013 -0.405 1.645 0.486 -0.05
N -2.000 1.179 -0.102 -1.046 -0.681 -0.195 0.04
N 0.138 1.905 -0.028 -3.240 -3.486 -0.468 0.04
N 1.859 -1.467 0.657 2.086 0.952 0.520 -0.09
O 2.184 -0.506 -1.697 -0.207 0.493 0.613 -0.32
O 2.867 0.838 0.246 1.254 0.999 0.870 -0.28
S 1.965 -0.071 -0.337 -2.513 -3.215 -0.890 0.58
H -1.567 3.279 0.188 0.733 -1.936 -0.906 0.15
H -1.904 -2.008 -0.885 -0.182 0.340 -0.228 0.08
H -1.353 -1.837 0.770 -0.021 -0.210 0.350 0.06
H -2.926 -1.079 0.352 0.014 -1.127 -0.216 0.09
H 0.879 2.515 -0.021 1.855 1.954 0.111 0.11
H 2.773 -1.926 0.638 0.204 0.656 0.136 0.07
H 1.273 -2.267 0.557 -1.433 0.200 -0.976 0.05



18
Properties=species:S:1:pos:R:3:forces:R:3:lowdin_charge:R:1 method="wB97M-V/def2-TZVPD" max_force_ev_per_a=5.593 e_homo_ev=-9.80 smiles="O=C(NO)[C@H]1N[C@@H]1C(=O)NO" e_above_lowest_kcal_mol=181.64 e_lumo_ev=-0.2
C -1.772 0.377 -0.322 -0.610 -0.034 -1.682 -0.31
C -0.284 0.431 -0.083 -0.453 -3.956 2.134 -0.12
C 0.660 -0.792 0.045 -0.146 0.846 2.597 -0.11
C 2.114 -0.731 -0.148 2.126 -1.238 -5.022 -0.42
H -3.811 0.023 -0.369 -0.771 0.876 -0.870 0.06
H -2.112 -1.157 1.136 1.674 -0.378 1.877 0.12
H 0.197 1.273 -0.279 1.087 3.248 -1.931 0.05
H 0.994 0.756 1.506 -1.584 -1.935 -0.581 0.11
H 0.445 -1.864 0.102 -1.027 0.572 -0.385 0.15
H 3.739 0.624 0.109 -1.986 -1.146 -1.249 0.20
H 1.495 2.219 -0.329 3.464 -2.576 3.556 0.26
N -2.318 -0.776 0.270 -1.383 3.061 -2.686 0.05
N 0.251 0.008 1.261 -0.553 0.305 -0.325 0.06
N 2.715 0.503 -0.201 2.751 2.311 1.905 0.02
O -3.698 -0.607 0.335 -0.763 -1.194 0.300 -0.01
O -2.444 1.160 -1.102 2.519 -3.183 3.475 0.02
O 2.772 -1.634 -0.734 -1.751 1.397 2.669 0.05
O 2.147 1.615 0.484 -2.594 3.023 -3.780 -0.17



15
Properties=species:S:1:pos:R:3:forces:R:3:lowdin_charge:R:1 method="wB97M-V/def2-TZVPD" max_force_ev_per_a=4.131 e_homo_ev="-7.79 / -7.79" e_above_lowest_kcal_mol=112.59 e_lumo_ev="-0.1 / -0.1"
C 0.183 1.580 0.308 -0.403 -1.601 0.362 -0.11
C 0.933 0.510 0.122 -3.758 -0.787 -0.566 -0.02
C -1.748 0.243 0.251 -0.891 -2.421 -1.158 -0.93
C 2.209 -0.162 0.023 0.110 -1.845 -1.272 -0.09
N -1.177 1.416 0.620 0.030 1.333 -0.538 0.00
N -0.821 -0.735 0.205 4.042 0.614 -0.592 -0.05
N -0.642 -1.831 -0.694 0.404 0.647 1.578 0.03
S -3.385 0.003 -0.140 0.916 0.369 0.337 0.50
H 0.443 2.586 0.194 0.926 1.354 0.148 0.11
H 2.752 0.154 0.875 0.935 -0.043 0.952 0.05
H 2.919 -0.041 -0.901 -1.883 -0.179 1.401 0.12
H 1.887 -1.271 0.172 1.017 1.587 -0.481 0.11
H -1.756 2.252 0.564 0.056 -0.587 0.117 0.13
H -1.367 -1.966 -1.359 -0.988 0.397 -0.523 0.05
H -0.431 -2.735 -0.240 -0.511 1.160 0.235 0.09



15
Properties=species:S:1:pos:R:3:forces:R:3:lowdin_charge:R:1 method="wB97M-V/def2-TZVPD" max_force_ev_per_a=7.715 e_homo_ev=-13.63 e_above_lowest_kcal_mol=145.75 e_lumo_ev=-6.1 charge=+1
C 2.289 0.362 0.269 -2.074 0.682 -0.001 0.22
C 2.288 -0.912 -0.192 -1.257 0.529 -0.623 -0.12
C -0.857 0.577 0.116 -1.954 -1.156 -1.639 -0.58
C 1.223 1.476 -0.015 2.587 2.739 1.423 -0.19
N 0.348 0.451 0.232 7.255 2.159 1.492 0.02
N 1.970 -2.037 -0.240 -0.620 -2.112 -0.413 0.27
N -1.542 1.547 -0.498 1.578 0.727 -0.184 0.23
N -1.425 -0.567 0.298 -6.517 -3.233 -0.594 0.18
H 1.292 2.304 0.818 0.039 -1.641 -1.374 0.16
H 1.131 2.034 -0.962 0.528 -0.699 -0.147 0.12
H 1.317 -2.742 -0.689 1.707 1.388 0.465 0.18
H -1.059 2.391 -0.765 -0.332 0.009 0.127 0.12
H -2.482 1.584 -0.268 -1.989 0.523 0.259 0.10
H -1.092 -1.399 0.754 0.420 0.581 0.066 0.13
H -2.264 -0.672 -0.303 0.629 -0.496 1.143 0.15



15
Properties=species:S:1:pos:R:3:forces:R:3:lowdin_charge:R:1 method="wB97M-V/def2-TZVPD" max_force_ev_per_a=7.692 e_homo_ev=-14.55 e_above_lowest_kcal_mol=138.99 e_lumo_ev=-5.0 charge=+1
N 2.336 -1.156 0.720 -0.858 5.466 -3.607 0.06
C 2.339 -0.026 -0.107 -0.815 -3.477 2.707 -0.14
C 1.137 1.110 0.134 1.677 -0.177 0.567 -0.10
N -0.266 0.488 -0.023 -1.702 -3.296 -1.621 -0.15
C -0.607 -0.886 -0.630 -2.997 4.782 2.564 0.12
N -2.113 -0.924 -0.483 4.475 3.651 1.329 0.08
C -2.541 0.365 0.184 4.371 0.493 -0.392 0.04
N -1.349 1.261 0.449 -3.054 -6.601 -2.502 0.12
H 1.486 -1.054 1.347 1.180 -0.141 -0.584 0.04
H 3.181 0.100 -0.944 -2.053 -0.183 2.079 0.14
H 1.230 1.397 1.287 -0.365 -0.383 -2.663 0.15
H 1.283 2.050 -0.564 -0.658 -2.041 1.469 0.15
H 0.163 -1.662 -1.059 -1.874 1.713 0.986 0.17
H -2.658 -1.753 -0.803 0.329 1.172 0.522 0.17
H -3.622 0.690 0.493 2.345 -0.977 -0.853 0.16



15
Properties=species:S:1:pos:R:3:forces:R:3:lowdin_charge:R:1 method="wB97M-V/def2-TZVPD" max_force_ev_per_a=3.098 e_homo_ev=-13.63 e_above_lowest_kcal_mol=142.25 e_lumo_ev=-5.4 charge=+1
C 0.302 -0.035 0.785 0.551 1.397 0.338 -0.03
C -1.718 -1.328 -0.035 -2.357 0.324 -1.374 -0.13
C 2.153 0.836 -0.346 -0.733 -0.440 -2.978 -0.08
C 0.731 1.158 0.142 -0.279 2.115 -0.773 -0.19
N 0.174 -0.967 1.444 -0.677 -1.070 -0.363 0.14
N -1.450 -2.167 0.809 0.835 0.577 0.227 0.11
N -0.371 -2.163 1.557 -0.161 -1.344 1.494 0.02
N -2.475 -0.545 -0.735 -1.345 1.454 2.093 0.20
H 2.871 0.673 0.408 0.674 0.033 1.082 0.07
H 2.501 1.626 -1.073 -0.321 -0.912 0.879 0.11
H 2.010 -0.147 -0.898 0.728 1.209 0.311 0.11
H 0.059 1.304 -0.822 1.172 0.087 2.201 0.17
H 0.728 2.047 0.887 -0.440 -1.301 -1.414 0.17
H -3.271 0.167 -0.439 2.039 -2.269 -0.087 0.22
H -2.244 -0.461 -1.684 0.315 0.139 -1.636 0.11



18
Properties=species:S:1:pos:R:3:forces:R:3:lowdin_charge:R:1 method="wB97M-V/def2-TZVPD" max_force_ev_per_a=4.039 e_homo_ev=-9.31 e_above_lowest_kcal_mol=95.99 e_lumo_ev=-0.5
C -0.774 -0.068 0.317 0.548 -1.694 -0.978 -0.34
C 1.300 1.047 -0.718 0.311 -1.128 0.101 -0.06
C 1.447 -0.999 0.806 -1.112 0.077 -3.661 -0.02
C 0.586 -0.188 -0.224 1.349 -2.233 -1.228 -0.34
N -0.925 0.547 1.419 -1.270 1.025 1.731 0.01
N -1.792 1.348 -1.242 -2.363 1.210 -0.735 0.07
N -0.977 1.197 2.343 -0.008 -0.526 -0.573 0.29
N -2.876 1.502 -1.097 1.667 -0.085 -0.321 0.12
N -1.728 -1.032 -0.222 -0.958 0.435 1.770 -0.36
O -1.280 -1.750 -1.088 -1.013 -0.513 -0.288 0.06
O -2.889 -1.049 0.219 1.501 0.093 -0.433 0.04
H 1.946 1.451 0.015 1.115 0.138 0.930 0.06
H 0.639 1.845 -0.866 -1.004 1.012 -1.170 0.04
H 1.882 0.701 -1.575 -0.054 0.818 -0.089 0.10
H 0.844 -1.698 1.242 -1.602 -1.574 1.836 0.06
H 1.979 -0.398 1.404 1.262 2.482 2.927 0.04
H 2.219 -1.588 0.410 1.071 -0.792 -1.484 0.07
H 0.398 -0.867 -1.143 0.559 1.254 1.664 0.16